Density functional theory data (ωB97M-V with the def2-TZVPD basis set) for a 5-piece molecular cluster, C22H26F16O11 overall at a distorted geometry.

The highest occupied orbital energy comes out at -11.13 eV. For the gap between HOMO and LUMO, the calculation gives 11.292 eV. Its energy above the lowest of the compared OMol25 structures with the same formula, charge and spin is 0.0 kcal per mole. The electronic energy comes out at -3279.480904 Eh. As for the SMILES: FC(F)C(F)(F)COC(F)(F)C(F)F.FC(F)C(F)(F)COC(F)(F)C(F)F.C[C@H]1COC(=O)O1.C[C@H]1COC(=O)O1.C[C@H]1COC(=O)O1. Its spin multiplicity is 1.

Last column: Löwdin charge in e.
Positions of all 75 atoms, in Å:
F: -8.37585 -3.52669 -11.00683  0.079
C: -7.11216 -3.00086 -11.00059  -0.293
F: -7.14398 -1.83386 -11.65962  0.117
C: -6.73997 -2.80956 -9.53728  -0.462
F: -7.70286 -2.04969 -8.94600  0.118
F: -5.57732 -2.14965 -9.41933  0.135
C: -6.71594 -4.14139 -8.78576  -0.050
O: -6.21325 -5.24619 -9.50983  0.030
C: -4.86509 -5.40825 -9.53610  -0.557
F: -4.26681 -4.36790 -10.16772  0.156
F: -4.34483 -5.47099 -8.29804  0.160
C: -4.56800 -6.71313 -10.27467  -0.278
F: -4.85592 -6.56593 -11.58710  0.106
F: -3.25910 -7.01868 -10.13296  0.109
H: -6.48686 -3.71880 -11.52739  0.165
H: -7.71336 -4.35358 -8.40774  0.151
H: -6.15133 -3.96744 -7.86039  0.153
H: -5.15087 -7.54569 -9.86697  0.167
F: -12.05459 -10.27622 -15.75270  0.097
C: -11.72081 -8.97823 -15.94434  -0.303
F: -11.81843 -8.68015 -17.26015  0.099
C: -12.67920 -8.09344 -15.16568  -0.449
F: -13.93019 -8.24426 -15.71508  0.108
F: -12.32272 -6.80669 -15.36074  0.133
C: -12.81465 -8.42470 -13.69760  -0.022
O: -11.56201 -8.06162 -13.07329  0.047
C: -11.64999 -7.20822 -12.04399  -0.568
F: -12.22614 -6.02493 -12.42582  0.128
F: -12.40423 -7.67964 -11.03309  0.156
C: -10.23500 -6.86174 -11.57857  -0.278
F: -10.30263 -6.10230 -10.45911  0.090
F: -9.50234 -7.95501 -11.28030  0.097
H: -10.68885 -8.81163 -15.61709  0.175
H: -12.97802 -9.48952 -13.54730  0.132
H: -13.64804 -7.88993 -13.25121  0.154
H: -9.74482 -6.28165 -12.36406  0.175
C: -12.37191 -14.68576 -10.03376  -0.028
C: -13.16094 -13.50752 -9.53572  -0.279
C: -12.38446 -12.52608 -8.63131  -0.081
O: -12.49322 -11.26503 -9.29528  0.049
C: -13.09173 -11.41066 -10.50128  -0.564
O: -13.22624 -10.50666 -11.25985  0.162
O: -13.45327 -12.67981 -10.70452  0.086
H: -12.98885 -15.20843 -10.76861  0.092
H: -12.21980 -15.44851 -9.26205  0.094
H: -11.39950 -14.41660 -10.43383  0.094
H: -14.13162 -13.76717 -9.12068  0.152
H: -11.32700 -12.78898 -8.59798  0.125
H: -12.81388 -12.45265 -7.63623  0.132
C: -9.63452 -11.25321 -4.33241  -0.021
C: -8.12966 -11.16428 -4.17093  -0.320
C: -7.57703 -11.44549 -2.75767  -0.102
O: -6.65708 -12.49328 -2.93470  0.078
C: -6.59067 -12.85675 -4.23729  -0.549
O: -5.88826 -13.71073 -4.65241  0.185
O: -7.48148 -12.14554 -4.97677  0.076
H: -9.83386 -10.99614 -5.38000  0.064
H: -10.16761 -10.53757 -3.71079  0.090
H: -10.01660 -12.26264 -4.18954  0.093
H: -7.80014 -10.17558 -4.49955  0.144
H: -8.36973 -11.72874 -2.06288  0.130
H: -7.14374 -10.52757 -2.35602  0.132
C: -9.29595 -10.04972 -8.60007  -0.012
C: -7.89382 -9.52588 -8.86875  -0.305
C: -7.39526 -8.56467 -7.76734  -0.091
O: -6.27537 -9.23377 -7.19703  0.057
C: -6.12309 -10.46561 -7.75712  -0.561
O: -5.30656 -11.24857 -7.42623  0.188
O: -6.98132 -10.62426 -8.79342  0.089
H: -9.27541 -10.42063 -7.56736  0.075
H: -9.65423 -10.83381 -9.25776  0.081
H: -9.99756 -9.21150 -8.58534  0.094
H: -7.84852 -9.00110 -9.82129  0.131
H: -8.15446 -8.28691 -7.03813  0.131
H: -7.04318 -7.66257 -8.27319  0.109

Cartesian forces (eV/Å) of the 6 atoms listed first:
F 0.003 0.044 0.019
C -0.462 -0.388 -0.406
F 0.101 0.207 0.040
C -0.545 -0.469 0.086
F 0.139 0.097 0.035
F 0.221 0.165 -0.119